The following is a DFT calculation (wB97M-V/def2-TZVPD) of a structure of composition C9H26Hg2O9 at a distorted geometry.

lowest unoccupied orbital energy	-9.443	eV
HOMO energy	-13.78	eV
total charge	+2
frontier orbital gap	4.33	eV

Cartesian coordinates (Å):
Hg  -6.501  14.294  16.600
Hg  -2.985  15.808  16.615
C  -5.941  17.260  19.515
C  -5.952  16.206  18.461
O  -4.922  15.850  17.802
O  -7.075  15.656  18.174
H  -4.983  17.299  20.019
H  -6.729  17.044  20.236
H  -6.240  18.197  19.033
C  -3.213  11.661  15.766
C  -3.354  13.090  16.146
O  -2.345  13.743  16.553
O  -4.468  13.675  15.961
H  -3.470  11.526  14.717
H  -3.862  11.020  16.367
H  -2.204  11.287  15.929
C  -6.612  21.161  18.976
O  -6.362  20.661  17.663
H  -7.417  20.576  19.417
H  -5.734  21.069  19.624
H  -6.929  22.205  18.951
H  -5.636  21.162  17.280
C  -10.313  15.725  20.202
O  -9.204  16.618  20.187
H  -10.543  15.346  19.200
H  -10.158  14.877  20.874
H  -11.194  16.273  20.527
H  -8.576  16.365  19.508
C  -1.707  16.152  19.715
O  -1.449  16.116  18.271
H  -0.910  16.716  20.189
H  -2.687  16.581  19.865
H  -1.682  15.133  20.104
H  -0.562  15.753  18.152
C  -10.076  19.538  20.255
O  -8.904  19.403  21.043
H  -9.915  19.164  19.243
H  -10.920  19.036  20.734
H  -10.306  20.601  20.232
H  -8.781  18.461  21.200
C  -7.307  11.599  18.802
O  -6.368  12.603  18.272
H  -6.785  10.927  19.473
H  -8.113  12.099  19.337
H  -7.725  11.076  17.950
H  -5.787  12.884  18.987

Cartesian forces, eV/Å:
Hg 0.412 -0.469 0.624
Hg -0.027 -0.355 0.797
C -0.492 -0.440 0.052
C -0.254 0.273 -0.320
O -0.166 0.253 0.143
O 0.307 0.197 -0.189
H 0.109 0.306 -0.115
H 0.080 0.010 0.078
H 0.344 0.142 0.009
C 0.476 -0.788 0.489
C -0.125 -0.197 -0.407
O -0.239 -0.085 -0.450
O -0.048 0.580 -0.321
H -0.139 0.131 -0.024
H -0.243 0.219 -0.097
H 0.045 0.262 -0.066
C -0.098 0.134 0.163
O 0.160 -0.370 0.041
H 0.008 -0.034 -0.066
H 0.003 0.041 -0.053
H 0.049 -0.017 0.005
H -0.089 0.112 -0.016
C -0.261 -0.134 -0.313
O 0.123 0.044 0.250
H 0.115 0.030 0.058
H 0.099 0.081 0.031
H 0.097 0.066 0.131
H -0.204 -0.225 -0.170
C 0.291 -0.525 -0.191
O 0.094 0.250 0.397
H -0.177 0.280 0.025
H 0.001 0.230 0.016
H -0.110 0.024 -0.057
H -0.033 0.018 -0.261
C -0.021 0.276 0.358
O 0.337 -0.112 0.036
H -0.180 -0.014 -0.077
H -0.047 -0.083 -0.200
H -0.012 0.002 -0.169
H -0.117 -0.020 -0.018
C -0.177 0.536 -0.069
O -0.162 -0.444 0.031
H 0.107 -0.101 -0.111
H 0.073 0.039 0.014
H 0.133 -0.138 -0.042
H -0.043 0.015 0.054